C46H36F4N3O23S | ωB97M-V/def2-TZVPD

Geometry as XYZ:
```
113
Properties=species:S:1:pos:R:3:forces:R:3
C 0.3485 2.6694 -1.7922 -2.04 -8.05 5.98
C 0.0819 1.5834 -0.9133 0.83 7.05 -4.93
C -0.5436 0.6473 0.2887 -0.36 1.66 0.71
F -1.3650 1.5345 1.1894 2.51 -1.32 -2.03
C -1.5880 -0.5617 -0.0717 1.01 2.14 0.64
S -3.2622 0.3347 0.1321 -1.27 -1.08 -0.46
C -1.4830 -1.3647 -1.4934 -0.98 -0.49 -0.72
C -2.5283 -0.7809 -2.6613 -3.44 -2.35 -1.57
C -2.4915 0.7492 -3.2563 0.43 -0.45 -0.55
N -3.4877 -1.6310 -3.2261 5.02 3.69 2.78
C -1.4693 -1.3601 1.3539 0.00 0.38 -1.01
C -2.7020 -2.4146 1.5788 -1.24 -1.01 -0.18
O -2.2329 -3.8170 1.8354 -0.73 2.83 0.77
N -1.4753 -4.2217 0.7668 4.40 -3.21 1.84
O -0.6014 -4.9894 1.1964 -3.77 2.86 -2.31
N -0.3768 -1.0172 2.1114 -2.56 -1.86 -0.80
C -0.1977 -1.6671 3.4878 1.94 -1.19 4.88
F 0.1950 -3.1000 3.4238 -1.86 5.50 -0.18
F 0.8796 -0.9925 4.3046 -4.24 -2.32 -3.64
F -1.4364 -1.5433 4.3448 4.19 -0.51 -3.74
C 0.5289 0.0173 1.4090 0.07 2.81 -2.08
C 1.7069 -0.5385 0.4183 0.38 -2.14 -0.21
C 2.6020 -1.7756 1.0079 1.46 -2.79 5.23
O 2.7758 -2.1113 2.2863 -1.69 2.76 -8.23
O 3.2924 -2.6468 0.0004 0.73 2.79 3.41
C 4.6818 -2.7296 0.5588 5.44 -5.56 2.02
C 5.5874 -1.3656 0.8956 -0.64 -0.82 -0.51
O 5.3003 -3.9046 0.8279 -5.22 7.79 -2.38
O 0.7436 1.1874 2.2661 3.35 -2.22 -0.74
C 2.1601 1.4847 2.4986 5.71 -0.94 2.70
O 3.0315 0.7700 3.2129 -6.57 3.98 -4.53
C 2.7547 2.9089 1.8543 0.91 3.81 -1.32
C 3.0160 3.1688 0.2571 0.59 2.86 2.16
C 3.5674 4.6304 -0.3388 -0.26 -0.31 4.14
C 3.9300 5.8915 0.6453 -1.71 -4.84 1.58
C 3.7161 5.6291 2.2778 -0.89 -2.60 -2.57
C 3.1217 4.1830 2.8705 0.80 1.08 -3.55
H 0.6007 3.4181 -2.6652 -0.54 -1.96 2.25
H -3.2481 1.5642 -0.5450 0.88 -1.29 0.61
H -1.8653 -2.4748 -1.2798 1.11 2.39 -0.56
H -0.4272 -1.3633 -1.9973 -1.72 -0.07 1.36
H -3.5180 1.0084 -3.8065 2.32 -0.83 1.36
H -2.2309 1.5799 -2.4741 -0.52 -1.80 -1.43
H -1.6227 0.7769 -4.0711 -1.86 -0.05 1.72
H -3.4128 -2.5854 -2.8110 -0.09 0.84 -0.26
H -3.3965 -2.5112 0.6127 1.91 0.85 1.82
H -3.4354 -2.1055 2.4543 1.99 -0.59 -1.58
H 1.1486 -0.9689 -0.5458 1.30 0.84 2.03
H 2.4502 0.2693 0.0128 -1.57 -1.26 1.12
H 6.6937 -1.5758 0.5651 -2.34 0.10 0.48
H 5.6096 -1.1953 2.0721 -0.35 -0.61 -3.07
H 5.2095 -0.4221 0.3122 0.52 -1.76 1.21
H 2.8253 2.3416 -0.5483 0.37 1.75 1.86
H 3.7201 4.7339 -1.4942 -0.32 -0.31 2.51
H 4.3381 6.8874 0.1831 -0.92 -2.15 1.19
H 3.9845 6.5132 3.0317 -0.73 -2.33 -1.77
H 2.9933 4.1430 4.0412 0.23 -0.21 -2.73
C -7.8094 -4.0274 -3.6247 0.41 0.27 0.10
C -8.9588 -4.1007 -4.2987 -0.80 -1.89 0.38
C -9.4432 -2.9627 -5.1281 -0.76 0.60 -0.75
O -10.4939 -3.0665 -5.7513 0.81 -0.21 0.63
C -8.6282 -1.7382 -5.1615 -0.26 -0.19 -0.08
C -7.4806 -1.6639 -4.4846 0.59 1.71 -0.36
C -6.9829 -2.8116 -3.6777 0.43 -0.72 0.59
O -5.9152 -2.7199 -3.0813 -0.89 0.08 -0.31
O -6.7111 -0.5152 -4.5094 -0.45 -1.78 0.55
O -9.7423 -5.2391 -4.2516 0.62 1.96 -0.53
H -7.4443 -4.8478 -3.0198 -0.03 0.04 -0.05
H -9.0007 -0.9124 -5.7538 0.02 -0.05 0.02
H -5.9321 -0.7109 -3.9443 -0.14 -0.01 -0.26
H -10.5182 -5.0456 -4.8215 0.28 -0.10 0.21
C -3.3360 4.0561 1.8619 0.31 0.12 -0.05
C -4.6590 4.1744 1.9901 -0.61 -1.73 -0.15
C -5.2995 5.5009 2.2085 -0.88 0.89 0.21
O -6.5192 5.5806 2.3036 0.94 -0.45 -0.12
C -4.4255 6.6803 2.3074 -0.35 -0.20 -0.01
C -3.1023 6.5613 2.1826 0.68 1.78 0.22
C -2.4646 5.2388 1.9367 0.78 -0.64 -0.13
O -1.2472 5.1637 1.8080 -0.81 0.28 0.11
O -2.2748 7.6651 2.2772 -0.46 -1.98 -0.27
O -5.4843 3.0669 1.9235 0.49 1.83 0.14
H -2.8574 3.0983 1.7005 -0.04 0.12 0.06
H -4.9026 7.6358 2.4840 0.02 -0.06 -0.01
H -1.3641 7.3199 2.1515 -0.37 0.17 0.06
H -6.3955 3.4129 2.0431 0.31 -0.11 -0.04
C 1.4145 -3.0749 -4.8944 0.04 0.27 0.69
C 1.2730 -4.0822 -5.7582 0.01 0.81 -2.12
C 1.1400 -5.4897 -5.2902 -0.12 -1.35 -0.16
O 0.9922 -6.3921 -6.1068 0.14 1.05 0.50
C 1.1973 -5.7428 -3.8420 -0.05 -0.08 -0.30
C 1.3423 -4.7357 -2.9786 0.05 -0.82 1.66
C 1.4475 -3.3260 -3.4454 0.12 0.55 -0.62
O 1.5616 -2.4199 -2.6268 -0.25 -0.27 0.10
O 1.3997 -4.9668 -1.6165 -0.15 1.16 -1.63
O 1.2437 -3.8542 -7.1217 -0.05 -1.06 2.02
H 1.5100 -2.0469 -5.2207 0.00 -0.07 0.00
H 1.1173 -6.7720 -3.5165 0.01 0.05 -0.02
H 1.5057 -4.0809 -1.2059 0.18 -0.48 -0.12
H 1.1316 -4.7394 -7.5319 0.04 0.32 0.11
C 7.2950 2.3255 5.4887 0.36 -0.03 0.11
C 6.4006 1.7151 4.7088 -1.61 1.14 0.17
C 6.7488 0.4810 3.9517 0.47 -0.67 -0.29
O 5.9002 -0.0683 3.2580 0.34 1.09 1.32
C 8.1224 -0.0335 4.0665 -0.59 -0.04 -0.24
C 9.0176 0.5790 4.8437 1.86 -1.10 -0.15
C 8.6613 1.7969 5.6220 0.20 1.00 0.82
O 9.5006 2.3272 6.3422 -0.50 -0.66 -0.71
O 10.3110 0.1024 4.9540 -1.77 1.28 0.31
O 5.1153 2.2076 4.5765 1.74 -1.22 -0.23
H 7.0548 3.2220 6.0463 0.02 -0.07 -0.02
H 8.3672 -0.9209 3.4970 0.00 0.03 0.05
H 10.7629 0.7156 5.5740 -0.15 -0.25 -0.22
H 4.6618 1.5910 3.9613 -0.12 0.18 0.13
```
Positions in Å, forces in eV/Å.

Values from the calculation:
E_LUMO	-0.221	Eh
largest force on an atom	10.2	eV/A
energy	-4465.60486	Eh
charge	+1